Computed, not measured: a 8-piece molecular cluster, C42H104N8O8 overall at a distorted geometry, with ωB97M-V/def2-TZVPD.

```
162
Properties=species:S:1:pos:R:3
C 10.68195 0.04260 -30.13381
C 10.65773 -0.11536 -28.59454
C 10.31978 -1.59819 -28.33430
C 12.04901 0.03682 -27.95659
C 12.44363 1.54903 -27.71271
C 11.26927 2.17540 -26.89167
C 9.83662 2.09312 -27.61692
C 8.81923 2.56412 -26.54808
C 9.71258 3.13576 -28.72101
N 9.62354 0.70106 -27.92248
O 8.38145 0.42423 -28.32319
H 11.12008 -0.83586 -30.60758
H 9.65815 0.15619 -30.49021
H 11.20079 0.92440 -30.50972
H 10.00125 -1.80693 -27.31300
H 9.50815 -1.96811 -28.96081
H 11.10372 -2.31974 -28.56430
H 12.17327 -0.44835 -26.98845
H 12.81038 -0.27045 -28.67352
H 13.35731 1.66855 -27.13047
H 12.58686 2.09537 -28.64496
H 11.43222 3.24009 -26.72438
H 11.26986 1.71630 -25.90307
H 9.17397 3.52838 -26.18414
H 8.75470 1.76457 -25.81007
H 7.79201 2.54348 -26.91209
H 9.48850 4.15449 -28.40469
H 8.93935 2.81761 -29.42030
H 10.67011 3.22264 -29.23452
H 8.18115 -0.40316 -27.87946
C 2.89184 4.66287 -27.84184
C 3.77603 3.91680 -26.76470
C 3.15013 2.53843 -26.55874
C 5.27566 3.61275 -27.26166
C 6.11418 4.89229 -27.41184
C 6.10875 5.70466 -26.09813
C 4.69573 5.98833 -25.54176
C 4.90625 6.50401 -24.10049
C 4.11143 7.19153 -26.27946
N 3.81108 4.73373 -25.54400
O 2.55557 4.98538 -24.92777
H 2.38424 4.02083 -28.56173
H 2.06556 5.28473 -27.49738
H 3.46732 5.44018 -28.34455
H 2.25843 2.67931 -25.94789
H 2.82304 1.85956 -27.34630
H 3.80453 2.04471 -25.84035
H 5.70270 2.91509 -26.54124
H 5.14952 3.24882 -28.28134
H 7.15688 4.63889 -27.60327
H 5.60562 5.35361 -28.25839
H 6.64225 6.64859 -26.20978
H 6.65025 5.10502 -25.36648
H 3.98525 6.93888 -23.71222
H 5.74299 7.17476 -23.90542
H 5.24440 5.65234 -23.51024
H 3.84093 7.02781 -27.32259
H 4.80353 8.02074 -26.13283
H 3.20270 7.42827 -25.72604
H 2.48140 4.31675 -24.24290
C 4.04371 2.79976 -22.38274
O 2.77556 3.09972 -22.93093
C 1.63395 2.54474 -22.38520
C 0.33947 2.97425 -23.10067
C 0.07039 4.48739 -22.92579
N -0.80080 2.09702 -22.67583
H 3.97852 2.54977 -21.32380
H 4.75091 3.60007 -22.60061
H 4.25673 1.76722 -22.65946
H 1.69775 1.48759 -22.64302
H 1.49123 2.79117 -21.33306
H 0.52906 2.75668 -24.15178
H -0.58828 4.84889 -23.71545
H 1.02086 4.99741 -23.08254
H -0.24534 4.85502 -21.94943
H -0.61864 1.15601 -22.99432
H -1.61948 2.34487 -23.21290
C -1.85131 2.33723 -30.14387
O -0.57026 2.03567 -29.61659
C -0.55105 1.32759 -28.30343
C -1.28889 2.10949 -27.20852
C -0.71754 3.55370 -27.09332
N -1.22888 1.38113 -25.89846
H -2.35798 3.04467 -29.48744
H -2.50993 1.48185 -30.29439
H -1.84080 2.97883 -31.02496
H -1.06079 0.36969 -28.40682
H 0.49929 1.18460 -28.04960
H -2.36303 2.25335 -27.32522
H 0.28055 3.60952 -26.65880
H -1.31328 4.26177 -26.51728
H -0.57654 3.93932 -28.10302
H -0.27049 1.33027 -25.58380
H -1.40043 0.42402 -26.17159
C 5.11169 -0.96458 -23.12121
O 3.89071 -0.66764 -23.65612
C 3.50491 -1.42668 -24.81313
C 1.99819 -1.41494 -25.09398
C 1.51610 -2.02628 -26.38985
N 1.59383 -0.03740 -25.15929
H 5.27383 -2.02274 -22.91596
H 5.33054 -0.39896 -22.21551
H 5.81361 -0.62404 -23.88241
H 3.90954 -0.90146 -25.67829
H 3.95247 -2.40503 -24.98813
H 1.47024 -1.79118 -24.21772
H 0.44319 -2.11485 -26.56048
H 1.79763 -3.06847 -26.54050
H 1.71427 -1.50369 -27.32565
H 2.21509 0.26248 -24.42159
H 2.08727 0.28876 -25.97796
C 0.98993 8.02005 -29.21860
O 1.94046 8.98942 -29.81996
C 1.35060 9.92630 -30.78863
C 1.16652 9.20461 -32.16257
C 2.38995 8.67991 -32.85396
N 0.33990 10.05266 -33.09034
H 0.85447 7.12397 -29.82422
H -0.01667 8.34728 -28.95824
H 1.39901 7.65978 -28.27469
H 0.42769 10.35567 -30.39877
H 1.99411 10.80416 -30.84646
H 0.66356 8.25025 -32.00660
H 2.95301 9.51738 -33.26590
H 2.18677 8.14019 -33.77891
H 2.98405 7.99931 -32.24409
H -0.57161 10.12639 -32.66162
H 0.10622 9.44590 -33.86322
C 1.02439 9.95322 -21.16969
O 2.03900 9.33982 -20.45084
C 2.35498 8.03609 -21.05281
C 3.10831 7.25634 -19.93894
C 3.33106 5.79404 -20.28149
N 2.41535 7.29037 -18.61688
H 0.14096 9.31504 -21.18938
H 1.31430 10.20863 -22.18892
H 0.74451 10.87155 -20.65351
H 1.46323 7.48678 -21.35473
H 3.08905 8.13990 -21.85185
H 4.09325 7.70164 -19.79861
H 3.97742 5.58238 -21.13326
H 2.44146 5.19060 -20.46202
H 3.59147 5.25412 -19.37113
H 1.59099 6.83822 -18.98578
H 2.15837 8.26046 -18.50295
C 7.43122 2.97398 -23.60343
O 7.62493 1.78348 -22.79792
C 8.36504 0.78871 -23.44512
C 8.42095 -0.43109 -22.40074
C 9.25672 -0.25279 -21.26565
N 9.04227 -1.56401 -23.05882
H 6.94937 2.71318 -24.54572
H 8.43619 3.34196 -23.81012
H 6.87501 3.79282 -23.14710
H 7.77735 0.36732 -24.26069
H 9.32884 1.19070 -23.75754
H 7.37940 -0.65249 -22.16783
H 10.29101 0.00589 -21.49239
H 9.17770 -1.09020 -20.57240
H 8.98282 0.56372 -20.59752
H 10.03920 -1.49001 -22.91479
H 8.94628 -2.35470 -22.43777
```

The structure (SMILES) is CC1(C)CCCC(C)(C)N1O.CC1(C)CCCC(C)(C)N1O.COC[C@H](C)N.COC[C@H](C)N.COC[C@H](C)N.COC[C@H](C)N.COC[C@H](C)N.COC[C@H](C)N. As for the frontier orbital gap: 8.457 eV. The value obtained for the energy relative to the best compared isomer or geometry (same formula, charge and spin) is 125.0 kcal per mole. The value obtained for the largest force on an atom is 0.0958 hartree/bohr. Its calculated total energy is -2702.228253 Eh. The charge is 0.